1.
Entry from OMol25: a 2-piece molecular cluster, C3H11N2 overall in a non-equilibrium geometry (ωB97M-V with the def2-TZVPD basis set).

```
16
Properties=species:S:1:pos:R:3
N -0.9020 0.6742 0.7184
N -0.2911 -2.6975 0.3439
C 0.2367 -3.0192 -0.7665
C 0.5195 1.0363 0.2493
C 0.4452 2.3950 -0.3712
H -1.6367 1.2685 0.3066
H 1.2848 0.9347 0.9923
H 0.1952 -2.3042 -1.5680
H -0.8784 0.9450 1.6993
H 0.8294 0.1796 -0.4463
H 0.6344 -4.0452 -0.8881
H -0.5086 2.4051 -0.9568
H 1.1190 2.8283 -1.0954
H -0.2204 -3.5284 0.9552
H 0.2932 3.2271 0.3403
H -1.1200 -0.2993 0.4872
```

Values from the calculation:
- Total energy: -6261.87972 eV
- Gap between HOMO and LUMO: 11.0 eV
- Total charge: +1
- HOMO energy: -14.323 eV
- Multiplicity: 1

Here is what Löwdin gives for the atomic charges, in e: N 0.19; N 0.00; C -0.11; C -0.19; C -0.09; H 0.16; H 0.12; H 0.05; H 0.17; H 0.14; H 0.09; H 0.09; H 0.09; H 0.06; H 0.10; H 0.13



2.
Entry from OMol25: C55H49NO8Re as an isolated structure in a non-equilibrium geometry (ωB97M-V with the def2-TZVPD basis set).

```
114
Properties=species:S:1:pos:R:3
Re -0.3552 0.8275 0.1217
O -1.8497 -3.7086 -0.9204
O -2.0748 4.5455 -0.6378
O 0.9937 2.7095 -0.3208
O -1.5919 2.4270 -0.1924
O -0.3311 -4.2074 0.6870
O -1.9351 -0.3035 0.1793
O 0.7815 -0.8063 -0.0275
O 2.2913 1.0364 -1.9629
N 0.4611 1.1670 7.5313
C 0.5870 4.8060 0.7650
C -0.5243 -2.8022 0.7766
C 1.8944 6.5450 1.8018
C 0.1449 1.0572 4.9941
C 3.8996 1.6507 -0.3276
C -3.9503 -1.2437 -0.3647
C -1.7415 -1.2378 -4.8579
C 1.5976 -2.0840 1.8223
C 1.1140 6.4675 2.9433
C -2.1631 -1.2652 -2.0860
C -5.8411 0.1981 0.0126
C -6.6600 -0.9059 0.1784
C -2.8227 -1.9101 -4.3146
C -1.0356 0.2951 3.0454
C -0.1617 0.9890 2.2087
C -0.5112 -5.6566 -1.2708
C 2.8106 -3.6244 -0.2320
C -0.8754 -0.5694 -4.0118
C -1.8813 -2.6657 0.0158
C 1.6427 5.7124 0.7251
C 3.3053 0.7365 -1.3647
C 0.6070 6.0901 -4.1448
C 0.1571 6.7108 -2.9915
C 0.8646 -2.0917 0.4706
C -4.7799 -2.3457 -0.2269
C -4.4953 0.0303 -0.2587
C 1.6609 -2.9135 -0.5487
C -3.0283 -1.9283 -2.9494
C 0.4727 4.6689 -1.7499
C 0.9673 4.7547 -4.1042
C -1.0930 -0.5786 -2.6425
C -6.1250 -2.1752 0.0542
C 3.0695 -4.2839 -2.5295
C 0.0809 6.0051 -1.8080
C 0.3171 1.1025 6.3946
C 2.1511 -3.0985 3.9356
C 3.5091 -4.3042 -1.2168
C 0.8920 4.0405 -2.9174
C 1.5254 -3.1584 2.7038
C -0.8883 0.3145 4.4186
C 2.8458 -1.9616 4.3141
C 0.8541 1.7389 2.8017
C 0.0899 5.5377 3.0055
C -1.2428 -4.7883 -0.2489
C 2.9623 -0.9081 3.4259
C -1.3046 3.6412 -0.4240
C -2.2808 -5.6325 0.5115
C -2.4273 -1.3356 -0.5756
C 1.0127 1.7799 4.1732
C 1.2324 -2.8922 -1.8689
C 2.3549 -0.9819 2.1841
C -0.1728 4.7117 1.9243
C 1.9293 -3.5680 -2.8561
C 0.2611 3.9460 -0.4474
C 4.0441 -0.5436 -1.5824
H 3.6080 -4.8269 -3.2921
H -0.0156 -0.0489 -4.4107
H 1.3051 7.1229 3.7832
H 1.1496 2.9895 -2.9414
H -0.9858 4.0006 1.9830
H 1.4328 2.4672 -1.1690
H 1.8164 2.3521 4.6128
H 3.2997 1.5577 0.5788
H 5.0326 -0.3378 -1.9924
H 3.8439 2.6904 -0.6489
H 0.0775 -5.0174 -1.9193
H 2.2556 5.7879 -0.1618
H -3.0398 -5.9761 -0.1871
H 3.5079 -1.2048 -2.2565
H -1.7905 -6.4864 0.9688
H -0.3002 6.4768 -0.9169
H -6.7548 -3.0432 0.1778
H -0.5290 5.4705 3.8897
H 1.5432 2.3023 2.1877
H 4.9245 1.3839 -0.0897
H -0.3766 -0.0487 -2.0208
H -1.8450 -0.2662 2.6001
H 0.3346 -2.3517 -2.1159
H 0.1470 -6.3544 -0.7610
H -4.3850 -3.3433 -0.3397
H 0.9890 -4.0493 2.4225
H 4.4049 -4.8505 -0.9554
H -7.7091 -0.7850 0.4016
H -3.5161 -2.4321 -4.9572
H -2.7571 -5.0472 1.2931
H 1.2959 4.2518 -5.0016
H -1.5647 -0.2475 5.0464
H -1.5783 -1.2375 -5.9263
H 3.3028 -1.9066 5.2903
H 3.1644 -3.6591 0.7869
H 1.5745 -3.5405 -3.8776
H 4.1753 -1.0346 -0.6197
H -3.8740 -2.4642 -2.5542
H -6.2539 1.1906 0.0969
H 0.6574 6.6360 -5.0744
H -2.5970 -2.9301 0.8139
H -3.8502 0.8908 -0.3572
H 2.4601 -0.1737 1.4787
H -0.1445 7.7475 -3.0105
H 3.5230 -0.0267 3.7055
H -1.2382 -6.1977 -1.8705
H 2.6862 7.2783 1.7411
H 2.0871 -3.9455 4.6037
H -0.7375 -2.5306 1.8191
```

Values from the calculation:
- Total energy: -77829.59575 eV
- Gap between HOMO and LUMO (alpha / beta): 6.9 / 7.3 eV
- HOMO energy (alpha / beta): -8.305 / -8.352 eV
- Expectation value of S²: 0.7603
- Multiplicity: 2

These are the Löwdin partial charges, in e, on atoms 1 to 99: Re 1.70; O 0.00; O 0.13; O -0.10; O -0.12; O -0.02; O -0.26; O -0.27; O 0.02; N 0.16; C -0.16; C -0.12; C -0.07; C -0.23; C 0.00; C -0.14; C -0.08; C -0.16; C -0.08; C -0.11; C -0.06; C -0.09; C -0.06; C -0.08; C -0.23; C 0.04; C -0.02; C -0.07; C -0.16; C -0.03; C -0.46; C -0.08; C -0.06; C -0.35; C -0.05; C 0.00; C -0.13; C -0.01; C -0.15; C -0.07; C -0.06; C -0.08; C -0.09; C -0.03; C -0.20; C -0.06; C -0.07; C -0.01; C -0.03; C -0.01; C -0.08; C -0.13; C -0.06; C -0.55; C -0.07; C -0.57; C 0.02; C -0.37; C -0.03; C -0.04; C -0.04; C -0.02; C -0.08; C -0.28; C 0.01; H 0.10; H 0.11; H 0.10; H 0.10; H 0.12; H 0.05; H 0.12; H 0.07; H 0.10; H 0.09; H 0.06; H 0.12; H 0.09; H 0.08; H 0.09; H 0.13; H 0.10; H 0.11; H 0.09; H 0.09; H 0.06; H 0.10; H 0.10; H 0.10; H 0.11; H 0.12; H 0.10; H 0.10; H 0.11; H 0.08; H 0.10; H 0.12; H 0.10; H 0.10



3.
Entry from OMol25: an isolated ion of composition C8H8N2O and charge +2 in a non-equilibrium geometry (ωB97M-V with the def2-TZVPD basis set).

```
19
Properties=species:S:1:pos:R:3
O -2.3906 -1.3512 -1.4079
N -1.5047 2.0454 0.4616
N -1.6439 -0.7263 -0.8492
C -2.3760 1.5152 -0.3242
C 1.8126 -1.8118 -0.8274
C 2.4440 -0.8558 0.0379
C 0.4745 -1.7768 -1.1411
C 0.1973 0.1708 0.4829
C 1.6134 0.1199 0.7105
C -0.5806 1.1857 1.2531
C -0.3765 -0.7882 -0.4712
H -1.5952 3.0635 0.7512
H 2.3686 -2.4375 -1.4412
H 0.2138 -2.6973 -1.6111
H -3.0566 1.9678 -1.0829
H 2.2030 0.7395 1.4106
H 3.4233 -0.7998 0.2945
H -1.2379 0.5177 1.9137
H 0.0116 1.9194 1.8403
```

Values from the calculation:
- Total energy: -13427.98596 eV
- Gap between HOMO and LUMO (alpha / beta): 7.4 / 7.4 eV
- Total charge: +2
- HOMO energy (alpha / beta): -18.461 / -18.462 eV
- Multiplicity: 1

Here is what Löwdin gives for the atomic charges, in e: O 0.32; N 0.05; N 0.05; C 0.30; C 0.02; C 0.12; C 0.10; C -0.08; C 0.07; C -0.07; C -0.12; H 0.22; H 0.12; H 0.14; H 0.15; H 0.15; H 0.10; H 0.19; H 0.16



4.
Entry from OMol25: one molecule with the formula CH2Cl2N2 in a non-equilibrium geometry (ωB97M-V with the def2-TZVPD basis set).

```
7
Properties=species:S:1:pos:R:3
Cl 2.3735 0.9320 -0.2916
Cl -1.8401 1.1639 -0.4070
N 0.7022 0.6165 -0.5533
N -1.4507 -0.2482 0.3844
C -0.0132 -0.3568 0.1710
H 0.2953 -0.8362 1.1869
H -0.0670 -1.2712 -0.4905
```

Values from the calculation:
- Total energy: -29088.89250 eV
- Gap between HOMO and LUMO (alpha / beta): 9.2 / 8.3 eV
- HOMO energy (alpha / beta): -10.096 / -9.627 eV
- Multiplicity: 1

Here is what Löwdin gives for the atomic charges, in e: Cl 0.56; Cl 0.62; N -0.49; N -0.41; C -0.57; H 0.14; H 0.14